Entry 1:
Below is a 6-piece molecular cluster, C25H58BN2O11 overall, with properties calculated with ωB97M-V with the def2-TZVPD basis set.

E_HOMO	-10.288	eV
molecular weight	573.55	Da
calculated total energy	-1948.6775	Eh
spin multiplicity	1
gap between HOMO and LUMO	0.1918	hartree
net charge	+1

Last column: Löwdin charge in e.
Element x y z (Å)
O (7.341, 3.839, 2.635)  -0.228
O (-4.825, 4.768, 7.299)  -0.191
O (-5.778, -4.247, -7.008)  -0.216
O (-3.991, 3.261, 4.868)  -0.208
O (9.591, 2.371, 3.921)  -0.189
O (-1.251, -4.722, -2.033)  -0.210
O (-7.251, -3.675, -9.533)  -0.194
O (2.104, -3.887, 1.665)  -0.188
O (2.755, -1.068, 0.955)  -0.215
O (-2.071, -5.122, -4.869)  -0.191
O (-0.842, 5.225, 0.279)  0.044
N (2.712, 5.118, 1.389)  0.059
N (-0.738, 4.401, 2.753)  0.093
C (1.595, -4.096, 0.352)  -0.107
C (-5.242, 3.115, 5.547)  -0.192
C (1.427, -0.681, 1.287)  -0.119
C (-7.618, -2.397, -9.027)  -0.112
C (1.728, 2.783, 0.241)  0.044
C (-5.676, 4.431, 6.198)  -0.192
C (8.559, 4.429, 3.100)  -0.190
C (1.510, 4.225, 1.054)  0.033
C (9.159, 1.168, 3.295)  -0.109
C (-5.529, -4.868, -8.273)  -0.190
C (-3.423, -4.854, -4.512)  -0.106
C (4.146, 4.735, 1.017)  0.053
C (9.728, 3.447, 2.988)  -0.190
C (6.484, 3.458, 3.705)  -0.116
C (3.416, -3.316, 1.651)  -0.190
C (-1.565, -6.081, -1.753)  -0.108
C (4.533, 3.314, 0.225)  0.039
C (-2.913, 2.687, 5.598)  -0.112
C (3.375, -1.826, 1.998)  -0.189
C (-1.177, -4.109, -4.399)  -0.195
C (3.251, 2.321, -0.178)  0.044
C (-5.845, -3.915, -9.429)  -0.194
C (-3.904, 5.802, 6.969)  -0.112
C (-6.986, -4.706, -6.412)  -0.109
C (-0.395, -4.587, -3.172)  -0.199
B (-0.062, 4.606, 1.409)  -0.392
H (-6.870, -5.744, -6.087)  0.087
H (-3.001, 1.596, 5.596)  0.089
H (-7.244, -1.611, -9.690)  0.086
H (-7.237, -2.241, -8.013)  0.082
H (2.871, -1.660, 2.958)  0.128
H (2.491, 6.005, 1.899)  0.159
H (9.961, 0.767, 2.668)  0.090
H (5.650, 3.057, -0.058)  0.122
H (-4.436, 6.750, 6.850)  0.089
H (2.143, -4.908, -0.135)  0.092
H (3.908, -3.481, 0.684)  0.126
H (4.402, -1.458, 2.090)  0.121
H (-5.707, 5.242, 5.461)  0.124
H (7.006, 2.831, 4.434)  0.091
H (1.446, 0.073, 2.080)  0.085
H (-6.684, 4.306, 6.605)  0.125
H (-5.533, -4.385, -10.367)  0.123
H (-1.978, 2.961, 5.101)  0.070
H (-2.881, 3.057, 6.627)  0.088
H (0.824, -1.538, 1.602)  0.093
H (-5.291, -2.973, -9.324)  0.124
H (-5.982, 2.837, 4.790)  0.123
H (8.261, 1.328, 2.693)  0.077
H (-8.709, -2.339, -8.999)  0.090
H (5.650, 2.886, 3.289)  0.076
H (-3.525, -4.658, -3.441)  0.083
H (6.084, 4.349, 4.198)  0.086
H (-4.024, -5.732, -4.764)  0.092
H (1.659, -3.188, -0.254)  0.079
H (8.760, 5.290, 2.456)  0.122
H (-4.463, -5.113, -8.301)  0.123
H (-1.714, -3.178, -4.184)  0.124
H (-3.192, 5.902, 7.793)  0.091
H (3.997, -3.840, 2.417)  0.127
H (0.544, -4.386, 0.434)  0.090
H (-3.796, -3.999, -5.084)  0.083
H (-7.831, -4.624, -7.101)  0.085
H (-5.196, 2.306, 6.287)  0.128
H (-6.094, -5.803, -8.370)  0.127
H (0.966, -0.240, 0.399)  0.072
H (-1.954, -6.595, -2.638)  0.087
H (0.354, -3.831, -2.917)  0.114
H (0.803, 2.101, -0.046)  0.122
H (-0.469, -3.910, -5.210)  0.122
H (8.450, 4.795, 4.129)  0.129
H (-0.676, -6.600, -1.383)  0.085
H (8.929, 0.438, 4.076)  0.092
H (9.827, 3.070, 1.963)  0.125
H (3.415, 1.300, -0.774)  0.129
H (-7.192, -4.087, -5.534)  0.089
H (-1.198, 5.326, 3.007)  0.102
H (0.131, -5.526, -3.382)  0.127
H (-0.369, 5.005, -0.589)  0.115
H (4.980, 5.519, 1.318)  0.142
H (-3.349, 5.570, 6.056)  0.075
H (-1.573, 3.759, 2.609)  0.099
H (10.654, 3.973, 3.245)  0.128
H (-2.331, -6.103, -0.975)  0.091

***

Entry 2:
Below is C25H58BrN3O3 as an isolated structure, with properties calculated with ωB97M-V with the def2-TZVPD basis set.

E_HOMO	-13.103	eV
molecular weight	528.66	Da
calculated total energy	-3950.0531	Eh
spin multiplicity	1
gap between HOMO and LUMO	0.1819	hartree
net charge	+2

Last column: Löwdin charge in e.
Element x y z (Å)
Br (1.068, -0.152, 0.578)  0.779
O (4.259, -1.026, -1.720)  -0.212
O (-0.571, 4.944, 0.588)  0.105
O (-1.154, -3.867, 3.086)  -0.217
N (-0.992, 3.876, -0.209)  0.097
N (1.138, -1.648, -2.516)  -0.182
N (-0.223, -0.862, 3.842)  -0.225
C (-0.092, 1.626, 3.229)  -0.123
C (-0.798, -1.427, 2.492)  -0.139
C (-0.305, -1.372, -1.940)  -0.156
C (-2.729, 2.881, -1.774)  -0.098
C (-1.404, 4.959, -2.445)  0.019
C (-1.037, -0.392, -2.830)  -0.111
C (1.327, -0.879, 3.774)  0.003
C (1.211, -2.132, -3.980)  -0.147
C (-2.065, 4.148, -1.265)  -0.442
C (-0.080, 2.226, 1.398)  -0.210
C (-0.752, 0.554, 4.081)  -0.091
C (-3.208, 5.034, -0.754)  -0.026
C (-1.003, 1.417, -0.737)  -0.193
C (1.728, -2.787, -1.628)  0.013
C (2.074, -0.326, -2.425)  -0.087
C (1.160, 2.657, -0.887)  0.004
C (0.061, -3.111, -4.296)  -0.044
C (-2.109, -1.941, 5.337)  -0.038
C (-1.199, -5.135, 2.486)  -0.090
C (-0.606, -1.670, 5.090)  -0.170
C (3.553, -0.431, -2.785)  -0.174
C (-1.740, 1.713, -2.003)  -0.252
C (5.590, -1.252, -1.975)  -0.106
C (-0.443, -2.876, 2.235)  -0.160
C (-0.195, 2.587, -0.147)  -0.318
H (5.935, -1.866, -1.142)  0.105
H (-0.944, 5.919, -2.211)  0.102
H (1.574, -1.934, 3.659)  0.099
H (-2.094, 5.108, -3.275)  0.106
H (-0.206, -5.550, 2.312)  0.096
H (2.527, -3.339, -2.123)  0.111
H (-0.598, 4.307, -2.782)  0.068
H (0.967, 1.660, 3.484)  0.127
H (1.302, -1.253, -4.618)  0.127
H (-0.388, -0.764, 1.730)  -0.060
H (-1.834, -5.729, 3.143)  0.105
H (0.560, 2.969, 1.875)  0.162
H (-1.877, -1.276, 2.537)  0.136
H (1.994, -2.404, -0.643)  0.052
H (-1.796, 0.416, 3.800)  0.130
H (-0.741, -2.361, -1.798)  0.123
H (-0.535, 0.714, 5.137)  0.143
H (-0.741, -3.023, 1.197)  0.115
H (-0.506, 0.450, -0.811)  -0.011
H (-1.711, -4.956, 1.541)  0.086
H (-0.195, -2.674, 4.989)  0.116
H (1.613, 1.673, -1.011)  0.010
H (-2.548, -2.495, 4.508)  0.070
H (-3.717, 4.591, 0.101)  0.098
H (-3.864, 5.347, -1.566)  0.108
H (0.474, 1.298, 1.535)  -0.049
H (0.631, -3.047, 2.315)  0.118
H (-3.349, 3.175, -2.621)  0.139
H (4.043, 0.536, -2.896)  0.140
H (1.731, -0.375, 2.895)  0.006
H (-0.204, -0.943, -0.943)  -0.023
H (-1.826, 1.070, -0.112)  0.148
H (-1.047, 2.126, 1.892)  0.161
H (-2.270, -2.571, 6.211)  0.099
H (0.080, -3.981, -3.640)  0.081
H (-3.497, 2.547, -1.077)  0.129
H (1.461, 0.460, -2.867)  0.122
H (-0.946, -2.709, -4.181)  0.073
H (5.762, -1.855, -2.866)  0.095
H (1.920, 3.252, -0.379)  0.110
H (-2.111, -0.576, -2.863)  0.113
H (2.212, -2.559, -4.044)  0.114
H (-2.316, 0.911, -2.464)  0.098
H (-1.035, 1.931, -2.806)  0.127
H (6.054, -0.273, -2.091)  0.100
H (0.883, -3.432, -1.383)  0.086
H (1.876, -0.011, -1.400)  -0.046
H (-0.080, -1.306, 5.973)  0.133
H (1.092, 2.978, -1.926)  0.091
H (-0.844, 0.656, -2.603)  -0.011
H (-0.127, 1.617, 2.139)  -0.228
H (3.749, -1.024, -3.678)  0.121
H (1.680, -0.353, 4.661)  0.116
H (-0.937, -0.439, -3.915)  0.112
H (-2.535, -0.944, 5.452)  0.072
H (0.205, -3.578, -5.270)  0.095
H (-0.586, 2.571, 3.455)  0.137
H (-2.781, 5.984, -0.432)  0.088

***

Entry 3:
Below is C25H58N3O7PS2 as an isolated structure, with properties calculated with ωB97M-V with the def2-TZVPD basis set.

E_HOMO	-8.485	eV
molecular weight	607.86	Da
calculated total energy	-2815.8579	Eh
spin multiplicity	1
gap between HOMO and LUMO	0.2644	hartree
net charge	0

Last column: Löwdin charge in e.
Element x y z (Å)
S (-2.275, -2.289, 2.617)  0.985
S (3.598, 1.182, 0.225)  0.098
P (3.996, -0.643, 0.774)  0.362
O (-4.526, 1.006, 4.090)  -0.096
O (-2.067, 4.380, 0.416)  -0.098
O (0.656, 3.863, -7.624)  -0.091
O (-3.701, -4.939, 4.645)  -0.111
O (6.987, -0.421, -0.265)  -0.143
O (-3.000, 7.656, -4.198)  -0.099
O (-2.253, 3.866, -3.746)  -0.100
N (-1.261, -0.981, 2.404)  -0.247
N (-0.174, -5.037, 5.917)  -0.020
N (-1.315, -3.611, 2.208)  -0.218
C (2.510, -6.304, 3.337)  -0.198
C (0.150, 2.627, -8.118)  -0.330
C (-2.513, 8.957, -3.888)  -0.314
C (-4.442, 2.178, 3.285)  -0.318
C (-0.554, 2.895, -0.744)  -0.081
C (1.118, -3.727, 1.405)  -0.127
C (-3.232, 4.826, -5.733)  -0.083
C (2.384, -1.501, 1.172)  -0.373
C (2.341, -3.016, 1.065)  -0.035
C (-4.050, -5.819, 5.709)  -0.317
C (8.485, -1.914, -1.433)  -0.092
C (-0.134, -2.993, 1.859)  -0.285
C (0.798, 1.463, -7.393)  -0.094
C (-1.156, 8.867, -3.218)  -0.093
C (0.259, -5.640, 4.606)  -0.260
C (-3.844, -5.139, 7.048)  -0.095
C (-1.768, 3.799, -0.854)  -0.330
C (-0.040, -1.454, 1.949)  -0.274
C (1.029, -5.310, 1.356)  -0.154
C (-1.987, 4.242, -5.097)  -0.299
C (1.781, -5.253, 4.268)  -0.192
C (2.366, -6.037, 1.781)  -0.197
C (7.279, -1.001, -1.534)  -0.322
C (1.224, -0.734, 1.600)  -0.035
C (-4.030, 1.814, 1.873)  -0.092
H (4.725, -0.593, 2.012)  -0.006
H (-3.720, 2.865, 3.738)  0.109
H (-1.593, 4.599, -1.574)  0.090
H (8.305, -2.707, -0.705)  0.076
H (-1.296, 4.889, 0.692)  0.079
H (0.644, -4.824, 6.492)  0.056
H (-3.040, 5.124, -6.766)  0.079
H (0.342, 2.572, -9.194)  0.107
H (-4.115, -5.805, 7.871)  0.073
H (0.110, -5.697, 1.872)  0.099
H (-5.421, 2.659, 3.286)  0.111
H (-3.058, 1.312, 1.873)  0.053
H (3.270, -3.548, 0.744)  0.093
H (-2.639, 3.229, -1.177)  0.103
H (-4.450, -4.232, 7.114)  0.076
H (-0.770, 9.861, -2.981)  0.073
H (-2.772, -4.701, 4.759)  0.034
H (-1.218, 8.286, -2.294)  0.071
H (-3.573, 5.699, -5.172)  0.048
H (2.341, -7.057, 1.282)  0.111
H (0.255, -6.761, 4.716)  0.110
H (-2.800, -4.837, 7.171)  0.055
H (-5.096, -6.101, 5.580)  0.111
H (-3.069, 7.165, -3.369)  0.085
H (-0.441, 8.358, -3.868)  0.076
H (9.363, -1.358, -1.090)  0.074
H (-2.443, 9.520, -4.820)  0.113
H (1.609, 3.868, -7.774)  0.081
H (8.714, -2.368, -2.400)  0.075
H (-0.582, -4.131, 5.645)  0.058
H (1.883, -4.184, 3.929)  0.107
H (2.235, -7.360, 3.643)  0.111
H (-4.748, 1.119, 1.430)  0.077
H (-1.645, 3.359, -5.647)  0.095
H (-0.732, 2.102, -0.013)  0.065
H (-3.437, -6.723, 5.633)  0.107
H (7.457, -0.197, -2.255)  0.113
H (-0.319, 2.440, -1.708)  0.074
H (-0.930, 2.622, -7.960)  0.103
H (1.249, 0.376, 1.712)  0.082
H (0.317, 3.458, -0.399)  0.073
H (3.618, -6.219, 3.573)  0.106
H (7.762, 0.083, 0.010)  0.090
H (-1.182, 4.976, -5.091)  0.116
H (-2.960, 3.210, -3.760)  0.087
H (6.400, -1.563, -1.856)  0.102
H (2.310, -5.302, 5.274)  0.105
H (0.411, 0.510, -7.760)  0.074
H (-0.464, -5.257, 3.842)  0.067
H (4.815, -1.376, -0.130)  -0.031
H (-3.237, 9.458, -3.236)  0.108
H (0.877, -5.548, 0.254)  0.124
H (3.270, -5.528, 1.329)  0.094
H (1.882, 1.478, -7.531)  0.072
H (-4.051, 4.100, -5.722)  0.074
H (-3.965, 2.704, 1.244)  0.060
H (0.612, 1.529, -6.319)  0.074
H (-3.652, 0.593, 4.091)  0.066